Record 1
Density functional theory data (ωB97M-V with the def2-TZVPD basis set) for C62H71Ge2N2O2RbS4 as an isolated structure.

Structure (XYZ):
```
144
Properties=species:S:1:pos:R:3:mulliken_charge:R:1
Rb 0.54112 -0.38030 -0.11312 0.735
C -4.07132 0.80850 2.86959 -1.449
C -2.69719 0.96800 3.52604 0.790
C -2.09784 -0.40785 3.85906 -1.064
C -1.71805 1.79610 2.70941 0.021
C -1.81853 2.00980 1.33008 -0.137
C -0.89494 2.81681 0.66788 -0.598
C 0.16450 3.42393 1.33915 1.402
C 1.15118 4.29222 0.60752 -1.510
C 0.27392 3.18690 2.70453 -0.815
C -0.65191 2.39888 3.37186 -0.656
H -4.78505 0.40473 3.59230 0.466
H -4.01596 0.10567 2.03491 0.009
H -4.45298 1.76765 2.50806 0.425
H -2.83261 1.50237 4.47353 0.375
H -2.00112 -1.00886 2.95298 0.156
H -2.75082 -0.95215 4.54950 0.241
H -1.11248 -0.30714 4.32162 0.471
H -2.63475 1.57433 0.76468 0.236
H -1.02134 3.00807 -0.39372 0.174
H 1.70686 4.92846 1.30024 0.401
H 0.64698 4.92612 -0.12564 0.358
H 1.85899 3.65422 0.06542 0.211
H 1.08742 3.64471 3.25907 0.300
H -0.54860 2.25435 4.44376 0.389
C 2.01604 -1.24504 -3.25642 -1.387
C 1.31801 0.08755 -3.38681 1.138
N 0.31525 0.27312 -4.16493 -0.787
O -0.08744 -0.86841 -4.87412 -0.341
C 1.78432 1.21674 -2.57166 0.628
C 1.38254 2.62752 -2.88703 -0.956
N 2.45650 0.89364 -1.50534 -0.455
O 2.72606 1.82408 -0.64502 -0.668
H 1.36536 -2.03900 -2.86722 0.357
H 2.85144 -1.14664 -2.57321 0.306
H 2.38378 -1.55221 -4.24019 0.410
H 0.20803 -1.65278 -4.39091 0.317
H 0.92347 2.67549 -3.87220 0.400
H 2.27030 3.26468 -2.85101 0.295
H 0.68170 3.01643 -2.14238 -0.080
C -3.06848 -5.94512 6.17233 -1.672
C -3.63952 -5.74456 4.79054 0.820
C -3.71698 -6.79310 3.88559 -0.713
C -4.19211 -6.60354 2.59253 0.861
C -4.18398 -7.73415 1.59912 -1.859
C -4.63294 -5.33648 2.20776 0.907
C -4.59234 -4.26947 3.11535 1.405
C -5.07799 -2.89897 2.71552 -1.308
C -4.08148 -4.49006 4.38929 -1.155
C -5.26541 -5.13919 0.86654 -0.330
C -6.59853 -5.54817 0.78380 -0.022
C -7.33420 -5.35970 -0.37093 -1.166
C -6.73933 -4.72518 -1.44672 0.474
C -5.41517 -4.29300 -1.38655 -0.972
C -4.63398 -4.52720 -0.23010 -0.606
Ge -2.74872 -3.77036 -0.11382 -0.633
S -2.87840 -1.68200 0.23846 -0.314
S -1.41296 -4.45880 -1.82682 0.509
Ge 0.14010 -4.87578 -0.19220 0.153
S 1.62931 -3.36629 -0.04905 -0.838
S -1.47558 -4.91413 1.41140 0.246
C 1.10270 -6.66166 -0.45524 -0.396
C 1.70400 -7.30286 0.65333 -0.941
C 2.44387 -8.47202 0.48745 0.469
C 2.62595 -9.02918 -0.76429 -1.097
C 2.06873 -8.40298 -1.86217 -0.010
C 1.31736 -7.23387 -1.72721 -0.405
C 0.81597 -6.66566 -3.01683 0.764
C -0.28263 -7.24919 -3.64874 0.836
C -1.06620 -8.36885 -3.00550 -1.864
C -0.68334 -6.77488 -4.89587 -0.611
C -0.03314 -5.71949 -5.51372 0.548
C -0.49391 -5.18463 -6.84625 -1.688
C 1.07233 -5.16370 -4.87858 -0.870
C 1.52385 -5.63191 -3.65149 1.402
C 2.76124 -5.03915 -3.03040 -1.607
C 1.56226 -6.80172 2.05560 0.582
C 0.50107 -7.25534 2.84382 0.797
C -0.45296 -8.30431 2.33484 -1.349
C 0.33043 -6.72998 4.12087 -0.382
C 1.21338 -5.79679 4.64068 0.505
C 0.96938 -5.16490 5.98731 -1.657
C 2.32696 -5.44609 3.88646 -0.981
C 2.53160 -5.94834 2.60741 1.116
C 3.77578 -5.57025 1.84931 -1.496
C -4.90467 -3.57369 -2.59724 1.099
C -5.13154 -2.19646 -2.73500 0.741
C -5.94785 -1.44091 -1.72030 -1.464
C -4.61457 -1.53777 -3.84423 -1.071
C -3.91906 -2.21408 -4.83989 0.643
C -3.31004 -1.47062 -6.00099 -1.346
C -3.80210 -3.59262 -4.73581 -0.871
C -4.29923 -4.28549 -3.63621 0.657
C -4.17462 -5.78330 -3.58502 -0.925
H -2.84459 -6.99725 6.35514 0.358
H -3.76438 -5.60100 6.94090 0.469
H -2.14280 -5.37521 6.28862 0.229
H -3.37362 -7.77929 4.18335 0.203
H -3.83526 -8.65816 2.06289 0.465
H -3.51421 -7.49023 0.76708 0.140
H -5.17749 -7.90218 1.17764 0.484
H -6.09737 -2.94709 2.32468 0.287
H -4.44377 -2.47479 1.92859 -0.185
H -5.05989 -2.21970 3.56939 0.437
H -4.02410 -3.65697 5.08566 0.257
H -7.05484 -6.01046 1.65346 0.479
H -8.36684 -5.68637 -0.42583 0.387
H -7.30537 -4.53834 -2.35425 0.447
H 2.87767 -8.94416 1.36336 0.405
H 3.19811 -9.94267 -0.88319 0.359
H 2.21512 -8.81389 -2.85586 0.477
H -0.73302 -8.56062 -1.98752 0.233
H -0.96306 -9.29453 -3.58066 0.361
H -2.12711 -8.11829 -2.97141 0.317
H -1.54472 -7.22795 -5.37932 0.187
H -1.40239 -5.68872 -7.17992 0.350
H 0.27424 -5.32435 -7.61114 0.433
H -0.70181 -4.11380 -6.77952 0.274
H 1.60351 -4.34322 -5.35599 0.408
H 3.28783 -4.41008 -3.75125 0.472
H 3.43990 -5.82209 -2.68178 0.360
H 2.51080 -4.42377 -2.15933 -0.087
H 0.00860 -8.92543 1.56756 0.269
H -1.32870 -7.82259 1.89825 -0.132
H -0.78952 -8.94539 3.15303 0.577
H -0.52044 -7.05250 4.71572 0.186
H 0.25302 -5.74582 6.57053 0.364
H 0.56083 -4.15903 5.85949 0.267
H 1.89539 -5.07695 6.55947 0.451
H 3.05753 -4.75511 4.29929 0.379
H 4.56392 -5.25734 2.53867 0.526
H 3.54970 -4.73638 1.17934 0.045
H 4.14367 -6.39722 1.24133 0.277
H -6.89953 -1.94301 -1.52908 0.258
H -6.14698 -0.42574 -2.06879 0.495
H -5.39837 -1.37839 -0.77737 0.062
H -4.75283 -0.46349 -3.92866 0.297
H -3.81607 -0.51757 -6.16382 0.418
H -3.37106 -2.05962 -6.91924 0.363
H -2.25602 -1.25875 -5.80304 0.102
H -3.30674 -4.14898 -5.52856 0.239
H -4.19296 -6.20157 -4.59460 0.575
H -4.97294 -6.23734 -2.99811 0.293
H -3.22224 -6.04755 -3.12548 -0.344
```

For the HOMO energy, the calculation gives -2.6 eV. Its LUMO energy is 3.65 eV. For the total energy, the calculation gives -229558.117 eV. As for the relative energy (zero: lowest compared OMol25 entry of this formula, charge and spin): 0.0 kJ/mol. The value obtained for the strongest force on any atom is 0.9 eV Å⁻¹. Its total charge is -2.


Record 2
Density functional theory data (ωB97M-V with the def2-TZVPD basis set) for a 7-piece molecular cluster, C62H72F6N8O6PS4 overall.

Structure (XYZ):
```
159
Properties=species:S:1:pos:R:3:mulliken_charge:R:1
C 0.55691 -2.06201 2.58432 -1.120
C -0.44621 -1.12223 3.21161 0.236
O 0.23449 -0.11151 3.94960 -0.436
C -0.61263 0.88571 4.46303 -0.834
C -0.26502 2.24586 3.89125 -0.313
O -0.14375 2.12265 2.46913 0.257
C 0.67325 3.01459 1.81915 -0.585
C 1.56239 2.30499 0.80123 -2.504
C 1.09234 2.66430 -0.63489 1.331
C 1.15981 1.34759 -1.42503 -0.819
C 1.01205 1.46686 -2.95228 -1.190
C 0.31789 0.24921 -3.57104 -0.239
S 1.40344 -0.56880 -4.77193 -0.112
C 0.81027 -2.21230 -4.72181 0.104
S 0.71499 -3.14584 -6.03046 -0.160
N 0.46672 -2.67053 -3.42529 0.244
C -0.71103 -3.25820 -3.01704 -0.220
C -0.55316 -3.49920 -1.67647 -0.735
N 0.69318 -3.09172 -1.25317 -0.346
C 1.27752 -2.59560 -2.31403 -0.406
P 2.53326 3.71993 -1.29500 -0.160
N 2.50499 5.20308 -0.41882 -0.702
O 1.98712 4.25922 -2.74408 -0.232
C -0.30556 3.33707 -0.43725 1.485
C -1.54435 2.45352 -0.45106 -1.197
O -1.67710 1.77318 -1.67975 -0.066
N -2.28061 0.47738 -1.41434 0.253
O -2.66427 -0.00290 -2.38474 -0.251
N -0.39672 4.51961 -1.30256 -0.326
C -1.32318 4.67664 -2.08275 0.465
S -2.48861 4.87238 -3.07848 -0.260
N -0.17112 3.93887 0.96324 0.165
C -1.41620 4.37169 1.68572 -1.886
C -2.20083 5.46280 0.97531 0.289
C -3.32126 6.05083 1.85264 -1.560
C -4.04818 5.03512 2.74124 -0.934
C -4.67473 3.86805 1.96834 -0.091
C -5.49904 4.29045 0.74663 -1.178
C -5.79212 3.07337 -0.12580 0.157
S -6.44901 3.61655 -1.73669 -0.221
C -5.86446 2.32047 -2.72672 0.331
N -5.19131 2.44557 -3.82922 -0.152
N -4.99527 1.15179 -4.30605 -0.408
C -5.54421 0.36932 -3.44184 -0.004
O -6.11850 1.02337 -2.41390 -0.154
H 1.33917 -2.33153 3.29119 0.327
H 0.99384 -1.65798 1.67086 0.049
H 0.03545 -2.97922 2.29976 0.323
H -1.07498 -0.66245 2.43946 0.105
H -1.10536 -1.67208 3.89503 0.394
H -1.65516 0.65466 4.22214 0.358
H -0.50338 0.92552 5.54927 0.432
H 0.68804 2.58010 4.30881 0.373
H -1.05284 2.96011 4.14696 0.098
H 1.28681 3.62752 2.48360 0.827
H 2.63216 2.43838 0.97046 1.019
H 1.37822 1.23989 0.96133 -0.013
H 0.36191 0.69339 -1.06347 0.525
H 2.09020 0.84414 -1.17052 -0.217
H 1.99129 1.61642 -3.41108 0.920
H 0.43596 2.36062 -3.18833 0.139
H -0.58871 0.54682 -4.09669 0.669
H 0.02688 -0.47060 -2.80767 -0.384
H -1.53170 -3.43798 -3.68896 0.442
H -1.26991 -3.93990 -1.00422 0.438
H 2.26558 -2.16745 -2.38379 0.661
H 2.71704 5.07118 0.56286 0.354
H 1.67366 5.77536 -0.54823 0.289
H 1.95918 5.22500 -2.74870 0.292
H -1.45234 1.72659 0.36634 0.713
H -2.45068 3.03674 -0.27224 -0.077
H 0.36906 4.79883 0.84593 0.929
H -1.08514 4.77314 2.64649 1.065
H -2.00808 3.49298 1.90616 0.500
H -1.50343 6.26337 0.70957 0.508
H -2.64106 5.13205 0.03517 -0.418
H -4.05528 6.48113 1.17159 0.474
H -2.95648 6.88487 2.45364 0.472
H -3.38979 4.66526 3.53175 0.294
H -4.84709 5.57389 3.25653 0.491
H -3.93022 3.13659 1.63823 -0.107
H -5.33365 3.32262 2.64981 0.731
H -4.92162 4.98008 0.13071 0.504
H -6.43154 4.75230 1.07407 0.445
H -6.48895 2.38653 0.35296 0.307
H -4.87173 2.52076 -0.32840 -0.221
H -5.56241 -0.70619 -3.50399 0.447
F 3.47246 0.90880 0.32301 0.217
C 4.41994 0.02439 -0.09523 0.171
C 4.07489 -1.30487 -0.21633 -0.125
C 5.04713 -2.20428 -0.62983 -0.827
C 6.32903 -1.75904 -0.91932 -0.753
C 6.64591 -0.41386 -0.79210 -0.666
C 5.68510 0.49550 -0.37256 -0.676
H 3.06747 -1.62886 0.01601 0.701
H 4.79827 -3.25157 -0.73122 0.463
H 7.08437 -2.46001 -1.24705 0.602
H 7.64561 -0.07063 -1.02056 0.436
H 5.90627 1.54908 -0.26751 0.429
F 3.16613 -7.01915 3.53643 -0.337
C 2.38160 -6.35936 4.40883 0.727
C 2.57626 -6.56231 5.75882 -0.659
C 1.76692 -5.88650 6.66098 -0.196
C 0.77654 -5.03146 6.20122 -0.733
C 0.59695 -4.84820 4.83686 -0.215
C 1.40639 -5.50990 3.92426 -0.802
H 3.34851 -7.24212 6.09423 0.421
H 1.90756 -6.03228 7.72360 0.388
H 0.14187 -4.51218 6.90625 0.416
H -0.18213 -4.18793 4.47950 0.498
H 1.28478 -5.37855 2.85730 0.520
F -1.45659 -7.89855 6.93210 -0.280
C -0.92073 -9.12061 6.71681 0.324
C -1.75466 -10.21986 6.70453 -0.588
C -1.19662 -11.47056 6.48066 -0.347
C 0.17037 -11.60461 6.28014 -0.562
C 0.98519 -10.48093 6.30067 -0.365
C 0.44070 -9.22304 6.51706 0.119
H -2.81606 -10.09296 6.86882 0.430
H -1.83470 -12.34378 6.46336 0.360
H 0.59879 -12.58269 6.10894 0.380
H 2.05163 -10.58173 6.14758 0.363
H 1.05488 -8.33514 6.52887 0.131
F -7.41334 1.21412 2.35029 -0.361
C -7.12412 -0.08951 2.12319 0.497
C -6.04566 -0.65285 2.77416 -0.477
C -5.75315 -1.98883 2.53791 -0.375
C -6.52954 -2.73100 1.65883 -0.651
C -7.60601 -2.13610 1.01478 -0.390
C -7.91419 -0.80313 1.24644 -0.406
H -5.45450 -0.05377 3.45441 0.473
H -4.91826 -2.45181 3.04691 0.420
H -6.29857 -3.77193 1.47917 0.423
H -8.21315 -2.71146 0.32929 0.400
H -8.75261 -0.32165 0.76139 0.451
F 4.28087 6.05908 -5.55321 -0.305
C 3.12414 6.01311 -6.24746 0.290
C 2.15605 5.10913 -5.85944 -0.428
C 0.96448 5.06861 -6.57119 -0.333
C 0.76314 5.91662 -7.65136 -0.672
C 1.75705 6.81334 -8.02033 -0.300
C 2.95035 6.87077 -7.31453 -0.533
H 2.33954 4.44955 -5.02475 0.659
H 0.19181 4.36835 -6.28028 0.422
H -0.16450 5.87794 -8.20588 0.399
H 1.60526 7.47265 -8.86410 0.365
H 3.73540 7.56483 -7.58167 0.442
F 8.82104 -1.36710 -3.34620 -0.344
C 8.06793 -1.39842 -4.46836 0.466
C 7.04111 -2.31537 -4.55101 -0.272
C 6.26348 -2.34325 -5.69943 -0.386
C 6.52751 -1.46663 -6.74303 -0.616
C 7.56981 -0.55583 -6.63452 -0.294
C 8.34992 -0.51244 -5.48749 -0.525
H 6.85803 -2.99255 -3.72815 0.373
H 5.44984 -3.05205 -5.77771 0.417
H 5.92243 -1.49333 -7.63898 0.404
H 7.78004 0.12594 -7.44744 0.372
H 9.16332 0.19206 -5.37980 0.429
```

For the HOMO energy, the calculation gives -10.3 eV. Its LUMO energy is -2.86 eV. For the total energy, the calculation gives -158591.574 eV. The value obtained for the strongest force on any atom is 1.4 eV Å⁻¹. Its total charge is +1.


- Among the records above, which one has the highest HOMO?
  C62H71Ge2N2O2RbS4